Entry 1:
Formula: C22H15F4NO2S
Source: the OMol25 dataset
Level of theory: wB97M-V/def2-TZVPD

Element x y z (Å)
F: -3.442 2.412 2.110
C: -3.153 1.076 2.276
C: -4.158 0.140 2.048
C: -3.812 -1.198 2.219
F: -4.799 -2.152 2.107
C: -2.528 -1.603 2.574
C: -1.564 -0.625 2.847
C: -0.223 -1.061 3.413
C: 1.032 -0.665 2.658
C: 1.994 -1.654 2.394
C: 3.287 -1.254 2.072
F: 4.259 -2.215 1.886
C: 3.649 0.086 1.943
C: 2.619 1.016 2.026
F: 2.910 2.351 1.848
C: 1.298 0.664 2.306
C: -1.872 0.726 2.700
H: -5.167 0.446 1.790
H: -2.285 -2.659 2.701
H: -0.226 -2.159 3.492
H: 1.746 -2.713 2.497
H: 4.677 0.395 1.783
H: 0.529 1.430 2.312
H: -1.165 1.505 2.980
C: -0.662 -0.295 11.847
C: -0.883 -0.462 10.371
C: -0.533 -1.661 9.742
C: -0.704 -1.824 8.369
C: -1.215 -0.765 7.616
S: -1.610 -0.982 5.880
C: -0.133 -0.513 4.824
N: 1.012 -0.932 5.571
C: 1.892 -1.611 5.986
O: -1.815 -2.391 5.604
O: -2.610 0.022 5.574
C: -1.622 0.421 8.239
C: -1.431 0.574 9.607
H: -0.977 0.699 12.173
H: -1.217 -1.040 12.429
H: 0.397 -0.417 12.099
H: -0.114 -2.475 10.336
H: -0.428 -2.758 7.883
H: -0.173 0.588 4.815
H: -2.067 1.218 7.647
H: -1.712 1.509 10.094

The value obtained for the energy above the lowest of the compared OMol25 structures with the same formula, charge and spin is 0.0 kcal/mol. The energy comes out at -1850.16661 hartree. The calculation puts the frontier orbital gap at 9.717 eV.

The Löwdin scheme yields these atomic charges, measured in e: 0.045 -0.215 0.077 -0.216 0.046 0.044 -0.188 -0.210 -0.161 0.042 -0.224 0.043 0.069 -0.220 0.043 0.048 0.020 0.136 0.136 0.145 0.136 0.135 0.107 0.115 -0.048 -0.262 -0.026 -0.054 -0.282 0.763 -0.312 -0.033 0.102 -0.292 -0.300 -0.045 -0.027 0.076 0.088 0.088 0.123 0.116 0.144 0.114 0.117

---

Entry 2:
Formula: C22H15IrNOS8
Source: the OMol25 dataset
Level of theory: wB97M-V/def2-TZVPD

Element x y z (Å)
Ir: 0.230 0.637 0.328
S: 1.931 -0.215 1.625
C: 1.072 -1.607 2.297
C: 1.820 -2.623 2.902
C: 1.212 -3.749 3.417
C: -0.172 -3.901 3.370
C: -0.938 -2.895 2.815
C: -0.315 -1.777 2.270
S: -1.295 -0.419 1.678
C: -2.324 -1.009 0.276
C: -2.359 -0.011 -0.860
C: -3.326 -0.092 -1.849
C: -3.228 0.742 -2.949
C: -2.180 1.645 -3.043
C: -1.270 1.713 -2.006
C: -0.094 2.644 -1.965
S: 1.410 1.790 -1.298
C: 2.081 3.159 -0.385
C: 3.197 3.834 -0.859
C: 3.687 4.915 -0.146
C: 3.051 5.304 1.027
C: 1.947 4.617 1.504
C: 1.450 3.517 0.806
S: 0.042 2.651 1.413
N: -1.387 0.908 -0.943
H: 2.898 -2.526 2.925
H: 1.823 -4.531 3.849
H: -0.644 -4.789 3.768
H: -2.019 -2.975 2.798
H: -3.334 -1.183 0.646
H: -1.909 -1.953 -0.076
H: -4.110 -0.833 -1.775
H: -3.953 0.668 -3.748
H: -2.067 2.285 -3.906
H: -0.308 3.422 -1.231
H: 0.131 3.093 -2.929
H: 3.673 3.509 -1.776
H: 4.563 5.445 -0.496
H: 3.434 6.144 1.592
H: 1.477 4.911 2.434
O: -2.750 -5.627 -1.790
C: -1.809 -4.896 -1.641
S: -0.381 -5.270 -0.680
C: 0.505 -3.757 -0.929
C: -0.162 -2.787 -1.705
S: 0.382 -1.233 -2.094
S: -1.708 -3.280 -2.380
S: 2.021 -3.617 -0.281

The value obtained for the energy above the lowest of the compared OMol25 structures with the same formula, charge and spin is 22.9 kcal/mol. The spin multiplicity is 2. The energy comes out at -4267.26254 hartree. The calculation puts the frontier orbital gap (spin up / spin down) at 6.195 / 6.056 eV.

The Löwdin scheme yields these atomic charges, measured in e: 0.462 0.540 -0.690 -0.154 -0.077 -0.083 -0.099 -0.521 0.905 -0.328 -0.343 -0.019 -0.022 0.003 -0.341 -0.306 0.857 -0.532 -0.089 -0.082 -0.072 -0.102 -0.651 0.607 -0.129 0.107 0.110 0.106 0.112 0.097 0.051 0.125 0.119 0.123 0.078 0.098 0.110 0.105 0.108 0.107 -0.054 -1.026 0.951 -1.199 -1.172 0.599 0.946 0.664

---

Entry 3:
Formula: C22H15N4O2PtS2
Source: the OMol25 dataset
Level of theory: wB97M-V/def2-TZVPD

Element x y z (Å)
Pt: -0.424 0.046 -1.014
C: -1.362 -3.999 -2.355
C: -0.403 -4.190 -3.332
C: 0.509 -3.172 -3.585
C: 0.448 -2.004 -2.855
N: -0.484 -1.830 -1.873
C: -1.372 -2.810 -1.649
C: 1.322 -0.846 -3.105
C: 2.398 -0.778 -3.971
C: 3.096 0.420 -4.068
C: 2.719 1.527 -3.318
C: 1.635 1.411 -2.469
N: 0.979 0.241 -2.395
C: 1.032 2.464 -1.631
C: 1.423 3.783 -1.666
C: 0.710 4.728 -0.933
C: -0.393 4.320 -0.208
C: -0.731 2.977 -0.197
N: -0.024 2.058 -0.864
H: -2.103 -4.754 -2.132
H: -0.367 -5.109 -3.901
H: 1.251 -3.288 -4.361
H: -2.119 -2.640 -0.888
H: 2.701 -1.633 -4.557
H: 3.944 0.492 -4.736
H: 3.266 2.455 -3.402
H: 2.262 4.086 -2.274
H: 1.004 5.769 -0.955
H: -0.999 5.024 0.344
H: -1.586 2.625 0.353
O: -1.799 2.671 4.263
S: -2.443 1.440 3.991
O: -3.830 1.197 4.023
N: -1.888 1.111 2.242
C: -1.304 -0.035 2.245
S: -1.819 -0.517 0.635
C: -0.924 -0.667 3.471
C: -0.165 -1.812 3.706
C: 0.051 -2.186 5.022
C: -0.470 -1.434 6.076
C: -1.227 -0.274 5.858
C: -1.454 0.065 4.552
H: 0.263 -2.373 2.885
H: 0.633 -3.071 5.245
H: -0.310 -1.769 7.093
H: -1.648 0.279 6.688

The value obtained for the energy above the lowest of the compared OMol25 structures with the same formula, charge and spin is 0.0 kcal/mol. As for the total charge: +3. The energy comes out at -2131.48685 hartree. The calculation puts the frontier orbital gap (spin up / spin down) at 4.736 / 4.732 eV.

The Löwdin scheme yields these atomic charges, measured in e: 1.078 0.018 0.037 0.056 -0.175 -0.090 -0.097 -0.163 0.064 0.047 0.065 -0.161 -0.043 -0.177 0.054 0.036 0.020 -0.079 -0.078 0.140 0.145 0.136 0.082 0.137 0.146 0.138 0.136 0.145 0.139 0.092 -0.164 0.793 -0.160 0.023 -0.620 0.962 -0.191 0.040 0.012 0.044 0.032 -0.191 0.137 0.138 0.144 0.152

---

Entry 4:
Formula: C22H15N7O2
Source: the OMol25 dataset
Level of theory: wB97M-V/def2-TZVPD

Element x y z (Å)
N: -0.466 -6.215 0.944
C: -0.470 -5.093 1.314
C: -0.299 -3.729 1.679
C: 0.984 -3.348 2.136
C: 1.234 -2.049 2.578
C: 0.224 -1.080 2.473
C: 0.518 0.386 2.832
C: -0.452 1.388 2.370
C: -1.235 2.144 3.250
C: -2.176 3.101 2.703
O: -2.787 3.858 3.447
N: -2.281 3.169 1.320
N: -3.054 4.054 0.558
C: -2.655 3.842 -0.774
C: -1.726 2.839 -0.844
C: -1.038 2.340 -2.035
O: -1.258 2.863 -3.117
N: -0.216 1.216 -1.881
C: 0.483 0.508 -2.857
C: 0.434 0.638 -4.216
N: 1.428 -0.206 -4.774
C: 2.004 -0.964 -3.790
N: 2.930 -1.883 -3.885
C: 3.393 -2.342 -2.701
C: 2.835 -2.001 -1.450
C: 1.868 -1.052 -1.342
C: 1.449 -0.521 -2.575
C: -1.479 2.405 0.500
N: -0.598 1.545 0.981
C: -1.039 -1.477 2.006
C: -1.325 -2.803 1.706
H: 1.781 -4.087 2.152
H: 2.194 -1.812 3.007
H: 1.442 0.650 2.398
H: 0.631 0.430 3.899
H: -1.174 2.110 4.353
H: -3.315 4.946 0.967
H: -2.944 4.431 -1.647
H: -0.031 0.974 -0.916
H: -0.236 1.345 -4.766
H: 1.692 -0.282 -5.748
H: 4.215 -3.058 -2.749
H: 3.233 -2.499 -0.583
H: 1.429 -0.790 -0.379
H: -1.844 -0.709 1.974
H: -2.298 -3.182 1.483

The value obtained for the energy above the lowest of the compared OMol25 structures with the same formula, charge and spin is 0.0 kcal/mol. The SMILES is N#Cc1ccc(Cc2cc(=O)n3[nH]cc(C(=O)Nc4c[nH]c5ncccc45)c3n2)cc1. The energy comes out at -1381.14818 hartree. The calculation puts the frontier orbital gap at 7.659 eV.

The Löwdin scheme yields these atomic charges, measured in e: 0.153 -0.175 -0.244 -0.017 -0.029 -0.188 -0.094 -0.256 0.076 -0.424 0.046 0.066 0.126 0.055 -0.058 -0.398 0.064 0.157 -0.192 0.000 0.095 -0.315 0.123 -0.121 -0.091 -0.005 -0.105 -0.197 0.149 -0.016 -0.019 0.120 0.115 0.113 0.123 0.135 0.168 0.149 0.094 0.129 0.152 0.102 0.091 0.104 0.125 0.115

---

Entry 5:
Formula: C22H15N9O5OsS2Se
Source: the OMol25 dataset
Level of theory: wB97M-V/def2-TZVPD

Element x y z (Å)
Os: -0.963 -1.866 -0.412
Se: 4.428 -1.618 5.136
N: 2.679 -1.640 5.099
C: 2.261 -1.695 3.849
C: 0.885 -1.750 3.448
C: -0.171 -1.727 4.364
C: -1.465 -1.769 3.884
C: -1.677 -1.849 2.513
N: -0.683 -1.890 1.627
C: 0.593 -1.835 2.070
C: 1.655 -1.843 1.090
N: 1.304 -1.906 -0.204
C: 2.233 -1.886 -1.141
C: 3.592 -1.791 -0.845
C: 3.987 -1.726 0.475
C: 3.009 -1.760 1.476
C: 3.314 -1.711 2.877
N: 4.527 -1.677 3.390
H: 0.048 -1.686 5.421
H: -2.305 -1.748 4.560
H: -2.685 -1.896 2.115
H: 1.899 -1.947 -2.167
H: 4.316 -1.775 -1.642
H: 5.026 -1.654 0.756
N: -2.948 -4.253 -0.647
C: -2.200 -3.389 -0.467
H: -3.562 -5.014 -0.853
N: 0.744 4.917 -4.211
C: 0.587 4.168 -3.115
C: 1.370 3.005 -2.913
C: 1.167 2.217 -1.804
C: 0.186 2.568 -0.885
C: -0.555 3.735 -1.028
C: -0.368 4.530 -2.133
S: -0.147 1.509 0.505
O: 1.013 0.760 0.879
O: -0.878 2.216 1.512
N: -1.235 0.335 -0.050
C: -2.504 0.589 -0.200
S: -3.291 2.165 0.005
C: -4.762 1.422 -0.428
C: -4.593 0.069 -0.670
N: -3.347 -0.379 -0.538
H: 1.413 4.673 -4.925
H: 0.192 5.750 -4.346
H: 2.127 2.747 -3.636
H: 1.749 1.329 -1.633
H: -1.252 4.015 -0.253
H: -0.945 5.435 -2.256
H: -5.675 1.982 -0.483
H: -5.376 -0.613 -0.947
O: -0.116 -0.120 -2.353
N: -0.673 -0.934 -3.092
O: -0.778 -0.815 -4.268
O: -1.151 -1.974 -2.507

The value obtained for the energy above the lowest of the compared OMol25 structures with the same formula, charge and spin is 103.9 kcal/mol. As for the total charge: +2. The energy comes out at -5004.10335 hartree. The calculation puts the frontier orbital gap (spin up / spin down) at 3.653 / 3.817 eV.

The Löwdin scheme yields these atomic charges, measured in e: 1.537 1.247 -0.227 -0.319 -0.054 0.062 0.009 -0.091 -0.097 -0.138 -0.164 0.017 -0.073 0.015 0.064 -0.059 -0.319 -0.225 0.136 0.127 0.117 0.128 0.127 0.136 0.244 -0.216 0.132 0.179 -0.274 0.019 -0.062 -0.285 -0.074 0.017 0.644 -0.251 -0.298 -0.147 -0.678 1.201 -0.291 -0.168 0.059 0.129 0.128 0.125 0.108 0.092 0.126 0.091 0.129 -0.053 -0.549 0.155 -0.189

---

What is the energy in the first record?
-1850.16661 hartree